No. 1
Computed, not measured: a 2-piece molecular cluster, C3H3F3O2 overall at a distorted geometry, with the ωB97M-V functional and the def2-TZVPD basis.

Geometry as XYZ:
```
11
Properties=species:S:1:pos:R:3:forces:R:3:nbo_charge:R:1
F 3.879711 0.392618 -1.126026 0.671 0.166 -1.106 -0.3381
F 3.886519 -0.606916 0.718403 -0.334 -1.232 0.568 -0.3079
F 2.401871 0.891794 0.308720 -0.352 -0.436 0.274 -0.3540
O -1.278483 1.681090 0.327285 0.061 0.341 0.070 -0.6128
O -0.242916 -0.225918 -0.441337 0.095 0.464 0.068 -0.5320
C 3.084180 -0.160859 -0.217964 -1.248 1.300 -1.445 0.8520
C -1.726573 -0.788459 0.154792 -3.427 -3.746 -1.892 -0.1878
C -1.247036 0.413552 0.063612 2.818 2.540 -0.523 0.6107
H -2.337174 -1.119634 -0.803200 1.052 0.533 2.187 0.2065
H -0.375661 2.038599 0.168458 -0.530 -0.210 0.055 0.5160
H 2.345290 -0.820012 -0.806826 1.195 0.281 1.745 0.1474
```
Positions in Å, forces in eV/Å.

- Relative energy (zero: lowest compared OMol25 entry of this formula, charge and spin): 286.6 kJ/mol
- SMILES string: OC1=CO1.FC(F)F
- Calculated total energy: -566.04651 Ha
- Highest occupied orbital energy: -9.21 eV

No. 2
Computed, not measured: a 7-piece molecular cluster, C18H44Br2FN2O15P3S overall at a distorted geometry, with the ωB97M-V functional and the def2-TZVPD basis.

Geometry as XYZ:
```
86
Properties=species:S:1:pos:R:3:forces:R:3:mulliken_charge:R:1
Br 1.688148 -0.569481 -0.714817 0.119 0.163 -0.206 -0.1826
Br 0.745529 3.859748 -2.803385 0.274 -0.018 0.244 -0.2293
S -2.032454 3.126394 -4.465988 -0.044 -0.168 0.151 -0.3600
P 0.119350 -1.348486 -2.103993 -0.297 -0.700 -0.804 -0.2267
P 1.464036 2.233267 -4.168739 -0.556 0.434 -1.086 -0.0810
P -2.973549 1.489148 -4.243510 0.551 1.500 -0.270 0.3805
F -3.857701 -2.101007 -1.191077 -0.112 0.021 -0.072 -0.3128
O 1.304607 -0.381189 -4.095422 -0.429 -0.172 0.055 -0.3227
O -7.186886 0.540804 0.606527 -0.187 0.071 -0.013 -0.5236
O -1.187059 -2.468912 1.530192 -0.252 -0.238 -0.243 -0.3462
O 5.325150 3.477781 -2.534201 -0.266 -0.167 0.027 -0.5301
O 2.263711 -1.470755 -5.678927 0.249 0.061 0.214 -0.2957
O 6.284645 -1.124457 2.686830 -0.085 0.016 0.144 -0.4563
O -3.555615 0.071831 -0.998852 0.121 -0.834 -0.545 -0.3698
O -4.297684 1.706497 -3.375029 0.062 -0.627 0.011 -0.3471
O -1.687166 -1.423798 -5.597631 0.152 0.673 0.415 -0.5742
O -3.542531 -0.641369 4.527926 0.020 -0.023 -0.049 -0.5085
O 2.682249 1.574315 -3.321151 -0.057 0.408 0.253 -0.2968
O -1.031079 -1.650871 -0.999517 0.224 0.577 0.012 0.0494
O -3.509742 0.946670 -5.661188 -0.363 -0.298 0.307 -0.6174
O -0.432509 0.440837 -5.246625 0.230 0.001 -0.452 -0.4437
O 0.388487 -1.413325 3.313897 0.414 0.163 0.388 -0.4364
N 2.033610 -0.387896 -5.364729 -0.168 0.045 -0.226 0.1577
N -0.688318 1.231898 -1.764428 0.033 0.168 -0.506 -0.1359
C -1.943753 -3.659888 1.741063 0.140 0.200 0.019 -0.2657
C -3.521277 0.417032 3.572957 0.129 0.152 0.183 -0.2204
C -1.985198 0.020978 -3.610240 -0.251 -1.122 -0.236 1.1698
C 5.871505 2.642168 -1.509970 0.182 -0.005 -0.130 -0.1259
C -2.824038 -3.529960 2.967679 -0.037 -0.016 -0.083 -0.9477
C -7.042803 1.947335 0.432051 0.188 -0.113 0.030 -0.3773
C 7.183215 3.187590 -0.979546 -0.050 0.111 -0.042 -1.1179
C -2.121838 0.724894 3.077756 0.011 -0.118 -0.059 -0.6590
C -2.968654 -1.049511 -3.082192 0.220 0.276 0.150 -1.4251
C 1.647318 -0.746869 3.131369 0.175 -0.072 0.029 -0.1826
C -1.397059 -0.478308 -4.926260 -0.313 -0.136 -0.481 -0.3855
C -6.164180 2.268118 -0.759195 -0.056 0.024 -0.029 -0.4518
C -0.632446 0.309416 -2.867642 0.037 0.363 1.071 0.5510
C 0.315661 0.686003 -4.071988 0.811 -0.662 0.872 0.9242
C 6.729868 -1.830177 3.843392 0.195 0.003 -0.155 -0.1398
C 7.943472 -1.176307 4.477426 -0.054 0.088 -0.038 -1.1148
C 2.814868 -1.692871 3.323869 -0.069 -0.083 0.024 -0.9161
C -3.445845 -0.912328 -1.664452 0.049 0.952 0.721 0.5242
H 5.963619 3.522785 -3.252161 0.022 0.038 -0.035 0.2798
H -0.631861 -2.314382 2.307100 0.159 0.226 -0.054 0.1612
H -5.166775 1.853564 -0.624862 0.076 0.037 0.017 -0.0032
H -6.625424 2.391369 1.343191 -0.057 0.073 -0.021 0.2499
H 1.649605 -0.347814 2.116567 -0.170 -0.035 0.115 0.0142
H 2.747415 -2.525910 2.623333 0.020 0.033 -0.053 0.2465
H -3.975403 1.310868 4.014237 -0.070 0.027 -0.098 0.3234
H -8.048529 2.341423 0.294795 -0.036 -0.027 0.027 0.3222
H 7.043376 4.194216 -0.585909 -0.017 -0.008 0.044 0.2872
H -3.003443 -0.370378 5.276008 0.007 0.006 0.051 0.2970
H 7.718207 -0.145693 4.751792 -0.020 -0.003 0.038 0.3015
H -6.072198 3.344440 -0.912538 -0.004 -0.001 -0.007 0.3749
H -1.478467 1.039348 3.903494 -0.008 0.069 0.011 0.3729
H -2.137690 1.522866 2.332678 -0.032 0.034 0.032 0.3919
H -0.690418 -1.535504 -0.090389 -0.710 -0.551 0.325 0.1441
H 5.891268 -1.835298 4.538032 -0.051 -0.003 -0.028 0.2431
H -2.218889 -3.351656 3.859026 -0.014 -0.041 0.030 0.2200
H 6.954562 -2.867376 3.573234 -0.042 -0.033 0.094 0.2893
H -2.587754 -2.055614 -3.217461 0.171 -0.101 -0.074 0.4176
H -3.872337 -0.996743 -3.694355 -0.115 -0.252 -0.066 0.6500
H 8.780732 -1.155056 3.776138 0.025 -0.061 0.020 0.3222
H 6.011059 1.629159 -1.901479 -0.041 -0.038 0.084 0.2559
H 7.004290 -1.119602 2.049749 0.007 0.012 -0.059 0.2632
H 7.577990 2.552311 -0.186052 0.004 -0.016 -0.005 0.3155
H 2.810118 -2.112161 4.334243 0.034 0.053 0.023 0.4062
H -6.309579 0.173139 0.737990 0.123 -0.090 0.000 0.3000
H -1.331214 1.997199 -1.925114 0.035 0.124 -0.044 0.4381
H 5.124064 2.601673 -0.719982 -0.066 0.009 -0.034 0.2911
H -4.174701 0.248951 -5.584186 0.100 -0.155 -0.336 0.4563
H -3.499681 -2.682990 2.866004 -0.025 0.001 0.012 0.1480
H 7.928506 3.245801 -1.776235 0.025 -0.065 0.012 0.3382
H -3.413221 -4.434824 3.124882 0.013 -0.021 0.015 0.4333
H 1.711060 0.093058 3.829718 -0.020 0.025 -0.057 0.3017
H -6.586169 1.820936 -1.660968 -0.059 0.050 -0.014 0.1647
H 0.373125 -1.756847 4.212505 -0.039 -0.004 0.070 0.2080
H -1.259832 -4.509121 1.843962 -0.047 -0.075 -0.048 0.2656
H -2.542778 -3.812254 0.844804 -0.004 -0.009 -0.048 0.2664
H 3.335709 2.287121 -3.224886 0.382 -0.093 0.236 0.2305
H -5.020069 1.122556 -3.635591 -0.220 0.074 0.265 0.4044
H -0.953990 0.763133 -0.911386 -0.145 -0.068 0.097 0.1684
H 3.764935 -1.181562 3.164819 -0.001 -0.002 -0.020 0.2178
H -4.150834 0.087061 2.751119 -0.087 -0.048 -0.078 0.0792
H 8.258749 -1.716188 5.371033 0.009 -0.016 -0.008 0.3253
H -1.673177 -0.160963 2.630859 -0.054 0.021 -0.024 -0.0141
```
Positions in Å, forces in eV/Å.

- SMILES string: N[C@]1(P(O)Br)[C@](ON=O)(P(O)Br)OC(=O)[C@]1(CC(=O)F)P(O)(O)=S.CCO.CCO.CCO.CCO.CCO.CCO
- Calculated total energy: -8620.50645 Ha
- Highest occupied orbital energy: -8.43 eV